1.
{"formula": "C3H7NO2", "method": "ωB97M-V/def2-TZVPD", "symbols": ["C", "O", "C", "O", "C", "N", "H", "H", "H", "H", "H", "H", "H"], "xyz": [[2.14592, 0.38914, 0.08116], [1.03593, -0.37161, 0.56501], [-0.03039, -0.26589, -0.19357], [0.00528, 0.31289, -1.26964], [-1.34310, -0.76328, 0.37256], [-2.22511, 0.22612, -0.18397], [2.92043, 0.21918, 0.81546], [1.87802, 1.44534, 0.03321], [2.46297, 0.06657, -0.91025], [-1.34551, -0.86342, 1.46170], [-1.63160, -1.72612, -0.04583], [-2.15633, 1.04702, 0.43075], [-1.71651, 0.28406, -1.15661]], "nbo_charge": [-0.266, -0.480, 0.778, -0.631, -0.333, -0.839, 0.195, 0.195, 0.201, 0.213, 0.214, 0.351, 0.401], "smiles": "COC(=O)CN", "gap_ev": 10.04, "e_tot_ev": -8808.7309, "lumo_ev": 0.84, "relative_energy_ev": 1.798, "mol_weight_g_mol": 89.09}

---

2.
{"formula": "C3H7NO2", "method": "ωB97M-V/def2-TZVPD", "symbols": ["C", "N", "C", "H", "H", "H", "H", "H", "O", "C", "O", "H", "H"], "xyz": [[4.84648, 2.72032, 1.00004], [4.54904, 1.51978, 1.39748], [3.18819, 1.28078, 1.99504], [4.66003, 3.59677, 1.62030], [5.49555, 2.80181, 0.15190], [3.19061, 1.69228, 2.97237], [2.30906, 1.66773, 1.54058], [3.23776, 0.17907, 2.10012], [-3.86349, -2.84875, -0.87272], [-3.74404, -1.78394, -1.39768], [-4.62432, -1.09633, -2.27096], [-2.99594, -1.06666, -1.04865], [-5.41954, -0.82957, -1.77831]], "nbo_charge": [-0.050, -0.406, -0.459, 0.143, 0.168, 0.185, 0.205, 0.213, -0.504, 0.658, -0.752, 0.100, 0.498], "smiles": "C=NC.O=CO", "gap_ev": 9.64, "e_tot_ev": -8806.8443, "lumo_ev": 0.66, "relative_energy_ev": 3.685, "mol_weight_g_mol": 89.09}

---

3.
{"formula": "C3H7NO2", "method": "ωB97M-V/def2-TZVPD", "symbols": ["C", "N", "C", "O", "C", "O", "H", "H", "H", "H", "H", "H", "H"], "xyz": [[-1.58177, 1.16419, 0.46941], [-0.39426, 0.50637, -0.02598], [0.08992, -0.67648, 0.45279], [-0.50425, -1.41939, 1.21408], [1.48600, -0.98542, -0.11166], [1.60441, -0.46156, -1.42468], [-2.25183, 1.44308, -0.35065], [-2.10359, 0.48297, 1.14211], [-1.31371, 2.07350, 1.01958], [0.20371, 1.00995, -0.66548], [1.67905, -2.06587, -0.06066], [2.25254, -0.49577, 0.50357], [0.80022, -0.74603, -1.88300]], "nbo_charge": [-0.421, -0.626, 0.635, -0.614, -0.160, -0.710, 0.197, 0.236, 0.195, 0.407, 0.192, 0.200, 0.469], "smiles": "CNC(=O)CO", "gap_ev": 10.46, "e_tot_ev": -8809.6190, "lumo_ev": 0.74, "relative_energy_ev": 0.910, "mol_weight_g_mol": 89.09}

---

4.
{"formula": "C3H7NO2", "method": "ωB97M-V/def2-TZVPD", "symbols": ["N", "C", "O", "C", "C", "O", "H", "H", "H", "H", "H", "H", "H"], "xyz": [[1.55124, -0.07250, 0.62636], [1.37574, 0.51205, -0.50339], [1.87082, 1.19651, -1.34769], [-0.39011, 0.05020, -1.16364], [-1.32567, -0.46861, -0.27496], [-0.75735, -0.37976, 1.74416], [0.22460, -0.38945, 1.47894], [2.50013, 0.11480, 0.94727], [0.06589, -0.67833, -1.83262], [-0.62157, 1.01082, -1.61475], [-2.20269, 0.10212, 0.01252], [-1.39029, -1.53507, -0.09093], [-0.90075, 0.53722, 2.01872]], "nbo_charge": [-0.923, 0.817, -0.567, -0.673, -0.031, -0.893, 0.512, 0.387, 0.252, 0.239, 0.198, 0.207, 0.475], "gap_ev": 9.06, "e_tot_ev": -8806.9241, "lumo_ev": -0.35, "relative_energy_ev": 3.605, "mol_weight_g_mol": 89.09}

---

5.
{"formula": "C3H7NO2", "method": "ωB97M-V/def2-TZVPD", "symbols": ["N", "C", "O", "C", "C", "O", "H", "H", "H", "H", "H", "H", "H"], "xyz": [[-1.23934, -1.13085, -0.92520], [-0.95342, 0.21663, -0.99452], [-1.36732, 0.83068, -1.96332], [-0.10568, 0.97881, 0.03602], [1.21862, 0.37707, 0.48482], [1.03045, -0.68552, 1.40210], [-1.12847, -1.77054, -0.15497], [-1.86882, -1.42100, -1.66418], [-0.66416, 1.21886, 0.95068], [0.08652, 1.92938, -0.47148], [1.82871, 0.06952, -0.37627], [1.78526, 1.14969, 1.01768], [0.86020, -1.48080, 0.88942]], "nbo_charge": [-0.845, 0.672, -0.611, -0.529, -0.063, -0.715, 0.391, 0.406, 0.235, 0.244, 0.169, 0.186, 0.460], "smiles": "NC(=O)CCO", "gap_ev": 10.55, "e_tot_ev": -8809.6869, "lumo_ev": 0.67, "relative_energy_ev": 0.842, "mol_weight_g_mol": 89.09}

---

6.
{"formula": "C3H7NO2", "method": "ωB97M-V/def2-TZVPD", "symbols": ["N", "C", "O", "C", "C", "O", "H", "H", "H", "H", "H", "H", "H"], "xyz": [[-1.09752, -0.81510, -0.76301], [-1.05439, 0.48856, -1.11164], [-1.47256, 0.87346, -2.18331], [-0.46369, 1.40188, -0.09374], [2.24041, -0.79799, 0.55226], [1.21774, -1.34641, 1.13305], [-0.58940, -1.15736, 0.03487], [-1.37912, -1.47119, -1.47344], [-1.21956, 2.01379, 0.35539], [0.24090, 2.08548, -0.52848], [1.95646, -0.65813, -0.50263], [0.10164, 0.96699, 0.76346], [1.39308, -1.49709, 2.07305]], "nbo_charge": [-0.825, 0.663, -0.614, -0.725, 0.096, -0.662, 0.401, 0.400, 0.243, 0.242, 0.073, 0.206, 0.504], "gap_ev": 9.50, "e_tot_ev": -8806.9515, "lumo_ev": 0.24, "relative_energy_ev": 3.577, "mol_weight_g_mol": 89.09}

---

7.
{"formula": "C3H7NO2", "method": "ωB97M-V/def2-TZVPD", "symbols": ["C", "N", "C", "C", "O", "O", "H", "H", "H", "H", "H", "H", "H"], "xyz": [[1.67496, -0.09371, -0.16586], [0.41482, -0.72494, 0.13821], [-0.45199, -0.07554, 1.20159], [-0.79994, -0.09758, -0.22688], [-1.76660, -0.93737, -0.73109], [-0.84638, 1.19494, -0.81252], [2.40850, -0.42412, 0.56877], [1.62111, 1.00267, -0.15371], [1.99764, -0.42861, -1.15199], [-0.94607, -0.75320, 1.88317], [-0.07924, 0.84921, 1.62483], [-2.63585, -0.64313, -0.43272], [-0.59097, 1.13138, -1.74180]], "nbo_charge": [-0.423, -0.401, -0.304, 0.586, -0.694, -0.718, 0.206, 0.183, 0.202, 0.206, 0.201, 0.480, 0.475], "smiles": "CN1CC1(O)O", "gap_ev": 10.06, "e_tot_ev": -8808.1368, "lumo_ev": 0.77, "relative_energy_ev": 2.392, "mol_weight_g_mol": 89.09}

---

8.
{"formula": "C3H7NO2", "method": "ωB97M-V/def2-TZVPD", "symbols": ["C", "C", "N", "O", "C", "O", "H", "H", "H", "H", "H", "H", "H"], "xyz": [[1.41095, -0.72981, -0.21741], [0.40573, -0.27569, 0.58513], [0.08901, -0.23290, 1.80390], [-1.10325, 0.43297, 2.09735], [-1.14810, 0.63590, -0.61187], [-0.90349, 0.66322, -1.83877], [1.43779, -1.76885, -0.53617], [1.04681, -0.34589, -1.75137], [2.35412, -0.18755, -0.27537], [-1.15542, 0.33157, 3.05891], [-1.03160, 1.54610, -0.00656], [-1.81938, -0.13310, -0.20037], [0.41681, 0.06404, -2.10742]], "nbo_charge": [-0.411, 0.144, -0.157, -0.569, 0.122, -0.586, 0.245, -0.024, 0.245, 0.482, 0.159, 0.155, 0.194], "gap_ev": 9.10, "e_tot_ev": -8802.9962, "lumo_ev": 0.00, "relative_energy_ev": 7.533, "mol_weight_g_mol": 89.09}

---

9.
{"formula": "C3H7NO2", "method": "ωB97M-V/def2-TZVPD", "symbols": ["N", "C", "C", "O", "C", "O", "H", "H", "H", "H", "H", "H", "H"], "xyz": [[-1.42499, -0.04142, 0.31384], [-0.10480, 0.53366, 0.14181], [-0.09482, 1.22106, -1.24437], [0.91580, 1.32053, -1.88778], [1.00840, -0.52274, 0.14602], [0.79148, -1.49404, 1.24582], [-1.66996, -0.35866, 1.25506], [-1.42908, -0.93802, -0.17712], [0.22097, 1.31614, 0.88316], [-1.01363, 1.69298, -1.64891], [1.09086, -1.07167, -0.77958], [1.86128, -0.01134, 0.49206], [-0.15150, -1.64650, 1.26001]], "nbo_charge": [-0.825, -0.188, 0.433, -0.516, -0.080, -0.721, 0.366, 0.349, 0.228, 0.129, 0.181, 0.199, 0.445], "smiles": "N[C@H](C=O)CO", "gap_ev": 10.47, "e_tot_ev": -8808.3247, "lumo_ev": 0.56, "relative_energy_ev": 2.204, "mol_weight_g_mol": 89.09}

---

10.
{"formula": "C3H7NO2S", "method": "ωB97M-V/def2-TZVPD", "symbols": ["O", "C", "O", "C", "C", "S", "N", "H", "H", "H", "H", "H", "H", "H"], "xyz": [[-0.10618, 1.35102, -0.11247], [-0.59201, 0.09582, 0.13109], [-1.57516, -0.16501, 0.74238], [-0.05899, -1.08421, -0.88545], [0.69944, -1.17614, 0.37824], [2.28772, -0.70339, 0.37217], [0.53750, -0.64661, -2.08657], [0.67536, 1.38760, 0.46666], [-0.88605, -1.77605, -0.97231], [0.32389, -1.98873, 0.98294], [-1.26519, 2.55152, 2.31888], [-1.81160, 2.30776, 2.74776], [0.25043, 0.31704, -2.25277], [1.52083, -0.47062, -1.83055]], "nbo_charge": [-0.699, 0.742, -0.473, -0.116, -0.350, -0.078, -0.781, 0.511, 0.237, 0.253, -0.011, 0.009, 0.380, 0.376], "gap_ev": 7.42, "e_tot_ev": -19641.4653, "lumo_ev": -1.70, "relative_energy_ev": 4.139, "mol_weight_g_mol": 121.16}